Record 1
The following is a quantum chemistry calculation of a 2-piece molecular cluster, C3HNOS3 overall in a non-equilibrium geometry, from the Open Molecules 2025 dataset.

Last column: Mulliken charge in e.
Element x y z (Å)
C (1.50436, -0.40808, -0.14104)  -0.009
S (-2.19912, 3.45046, 0.06932)  -0.344
C (0.79276, -1.49968, -0.09926)  0.131
O (-1.60615, 0.89936, 0.09580)  -0.036
S (2.01733, 0.40428, -1.62434)  -0.716
N (0.12380, -2.52875, -0.11054)  -0.707
C (-1.64565, 2.03692, 0.34628)  0.270
H (-0.91190, -2.46076, -0.00790)  0.181
S (1.92456, 0.10626, 1.47168)  -0.771

Calculated values
Net charge: -2
Highest occupied orbital energy (alpha / beta): 1.8 / 1.8 eV

Record 2
The following is a quantum chemistry calculation of a 2-piece molecular cluster, C3HO2S overall in a non-equilibrium geometry, from the Open Molecules 2025 dataset.

Last column: Mulliken charge in e.
Element x y z (Å)
O (2.06287, 0.23528, 0.86915)  -0.388
C (-1.11309, 0.31286, -0.48346)  -0.032
C (0.01228, 0.02954, -0.83242)  -0.647
C (2.01767, -0.65168, 0.11708)  0.678
S (-2.83639, 0.36658, 0.02351)  -0.276
O (2.33479, -1.60198, -0.46071)  -0.393
H (-2.47812, 1.30939, 0.76685)  0.059

Calculated values
Net charge: -1
Highest occupied orbital energy: -3.8 eV

Record 3
The following is a quantum chemistry calculation of an isolated ion of composition C3HO3 and charge -1 in a non-equilibrium geometry, from the Open Molecules 2025 dataset.

Last column: Mulliken charge in e.
Element x y z (Å)
C (-0.02264, -0.35386, -0.64769)  0.232
O (-3.27783, -2.13066, 0.45114)  -0.517
O (-2.01963, -0.19717, 0.92831)  -0.330
O (0.60955, -0.48114, -1.68488)  -0.630
C (-2.47076, -1.28030, 0.38899)  0.795
C (-1.40097, -0.46129, -0.53306)  -0.850
H (0.30141, 0.11986, 0.23496)  0.301

Calculated values
Net charge: -1
Highest occupied orbital energy: -3.0 eV
SMILES: O=C1O/C1=C/[O-]

Record 4
The following is a quantum chemistry calculation of C3HO3S as an isolated structure in a non-equilibrium geometry, from the Open Molecules 2025 dataset.

Last column: Mulliken charge in e.
Element x y z (Å)
S (0.78742, 1.23706, -0.23657)  -0.342
C (-0.42845, 0.02012, -0.10502)  -0.092
O (-1.86946, 0.11001, -1.12763)  -0.478
O (-2.55674, -0.13193, 1.05572)  -0.592
O (3.14751, -0.74286, 0.39395)  -0.283
C (-1.84788, 0.11790, 0.15149)  0.508
H (-0.18476, -1.01330, -0.36608)  0.247
C (2.95236, 0.40300, 0.23414)  0.032

Calculated values
Net charge: -1
Highest occupied orbital energy: -3.8 eV

Record 5
The following is a quantum chemistry calculation of an isolated ion of composition C3HO4 and charge -1 in a non-equilibrium geometry, from the Open Molecules 2025 dataset.

Last column: Mulliken charge in e.
Element x y z (Å)
O (0.22406, -2.01254, 2.01500)  -0.653
C (2.28800, -0.14974, 0.15253)  0.705
H (-0.52539, 0.01332, -0.57175)  0.295
O (-1.43368, 0.10391, -0.12889)  -0.369
O (3.38950, 0.05363, -0.25025)  -0.652
C (0.15962, -1.14601, 1.13784)  0.835
C (1.11407, -0.41558, 0.47974)  -0.955
O (-1.16906, -0.77738, 0.89914)  -0.206

Calculated values
Net charge: -1
Highest occupied orbital energy: -4.3 eV
SMILES: O=C=C=C([O-])OO

Record 6
The following is a quantum chemistry calculation of one molecule with the formula C3N2O in a non-equilibrium geometry, from the Open Molecules 2025 dataset.

Last column: Mulliken charge in e.
Element x y z (Å)
N (0.63441, 2.08520, 0.82665)  -0.366
O (-2.11915, -0.74845, -0.58037)  -0.205
C (0.83440, 0.97436, 0.49716)  0.291
C (-0.98844, -0.70650, -0.40630)  0.655
C (0.33033, -1.15236, -0.37830)  -0.129
N (1.31979, -0.45852, 0.03927)  -0.245

Calculated values
Net charge: 0
Highest occupied orbital energy: -10.4 eV
SMILES: N#CN=C=C=O

Total energy
In order: -39167.6709 -18055.8642 -9267.5540 -20104.4273 -11314.9249 -8133.7956
Unit: eV
Energy relative to the best compared isomer or geometry (same formula, charge and spin)
In order: 3.2349 0.4759 2.8898 1.7419 3.1846 2.8620
Unit: eV